1.
Formula: C45H50F4IN11OS
Source: the OMol25 dataset
Level of theory: wB97M-V/def2-TZVPD

Properties
SMILES ... O[C@@H](Cc1c(F)c(I)cc2nsnc12)C(F)(F)F.c1cc[nH]c1.c1cc[nH]c1.c1cc[nH]c1.c1cc[nH]c1.c1cc[nH]c1.c1cc[nH]c1.c1cc[nH]c1.c1cc[nH]c1.c1cc[nH]c1
Orbital gap ... 5.698 eV
LUMO ... -2.39 eV
Energy ... -3517.35032 hartree

The geometry in ORCA input format:
```
! RIJCOSX wB97M-V def2-TZVPD def2/J DEFGRID3
* xyz 0 1
O 1.2729 3.5911 2.4237
C 0.8696 2.5894 1.4335
C -0.0719 3.2749 0.3214
C -1.6135 2.9230 0.6873
C -2.6078 4.1069 0.7768
F -2.1675 5.4365 0.5129
C -4.1128 3.7897 1.1216
I -5.4907 5.4795 1.1976
C -4.6562 2.3676 1.4089
C -3.6461 1.1710 1.3280
N -3.8153 -0.2400 1.5412
S -2.3356 -1.1014 1.2900
N -1.3332 0.2334 0.9064
C -2.1208 1.4403 0.9464
C 2.1667 1.8484 0.7761
F 1.7490 0.5080 0.4363
F 3.1186 1.6896 1.8313
F 2.7013 2.5431 -0.3412
H 1.6888 4.3210 1.9107
H 0.3447 1.7681 2.0473
H 0.0874 4.4226 0.3456
H 0.1909 2.9622 -0.7626
H -5.7414 2.1221 1.6682
C 0.6099 -3.8277 5.5354
C 0.4028 -4.7121 4.4485
C -0.0694 -3.9648 3.3970
N -0.1596 -2.6618 3.8106
C 0.2581 -2.5690 5.1118
H 0.9771 -4.0831 6.5186
H 0.5802 -5.7775 4.4362
H -0.3495 -4.2469 2.3929
H -0.4823 -1.8907 3.2448
H 0.2672 -1.6179 5.6229
C 5.0929 6.4807 4.2453
C 4.6505 5.9550 5.4839
C 4.1894 4.6828 5.2471
N 4.3329 4.4229 3.9105
C 4.8880 5.5117 3.2929
H 5.5152 7.4583 4.0700
H 4.6679 6.4519 6.4429
H 3.7715 3.9426 5.9126
H 4.0713 3.5635 3.4525
H 5.0875 5.5037 2.2316
C -2.2689 -6.4679 -1.2700
C -3.1570 -7.3829 -0.6523
C -3.1089 -7.1507 0.7008
N -2.2209 -6.1322 0.9234
C -1.7081 -5.7067 -0.2738
H -2.0635 -6.3756 -2.3264
H -3.7650 -8.1286 -1.1434
H -3.6275 -7.6217 1.5223
H -1.9826 -5.7545 1.8269
H -0.9891 -4.9018 -0.3127
C -4.0564 -0.8959 -3.9371
C -4.9444 -1.8108 -3.3191
C -4.8962 -1.5781 -1.9663
N -4.0087 -0.5599 -1.7444
C -3.4959 -0.1344 -2.9408
H -3.8508 -0.8036 -4.9939
H -5.5527 -2.5570 -3.8093
H -5.4147 -2.0489 -1.1444
H -3.7702 -0.1813 -0.8400
H -2.7771 0.6704 -2.9796
C 5.4793 12.1418 4.3856
C 4.3780 11.3976 3.8945
C 4.8467 10.1545 3.5461
N 6.1915 10.1225 3.8043
C 6.5842 11.3284 4.3214
H 5.4651 13.1596 4.7473
H 3.3553 11.7340 3.8064
H 4.3412 9.2928 3.1366
H 6.7974 9.3345 3.6403
H 7.6133 11.5033 4.5968
C -6.4818 -5.0840 -8.0243
C -6.4755 -3.8038 -8.6313
C -5.9128 -2.9285 -7.7345
N -5.5835 -3.6323 -6.6069
C -5.9221 -4.9482 -6.7772
H -6.8534 -6.0033 -8.4527
H -6.8414 -3.5506 -9.6156
H -5.7200 -1.8682 -7.8008
H -5.1576 -3.2428 -5.7810
H -5.7374 -5.6720 -5.9977
C 2.4969 -1.0734 -3.2593
C 3.4764 -1.3179 -4.2536
C 4.6776 -0.8675 -3.7636
N 4.4591 -0.3555 -2.5118
C 3.1331 -0.4819 -2.1943
H 1.4434 -1.3053 -3.3156
H 3.3201 -1.7738 -5.2208
H 5.6664 -0.8655 -4.1966
H 5.1639 0.0499 -1.9173
H 2.7575 -0.1400 -1.2420
C 5.3720 -4.2321 -7.8577
C 5.3605 -2.9474 -8.4549
C 5.9170 -2.0723 -7.5543
N 6.2598 -2.7808 -6.4334
C 5.9357 -4.0993 -6.6122
H 5.0091 -5.1525 -8.2913
H 4.9870 -2.6912 -9.4356
H 6.0970 -1.0093 -7.6135
H 6.6846 -2.3928 -5.6070
H 6.1324 -4.8268 -5.8391
C -5.5493 -3.1908 5.6436
C -4.5690 -3.4543 4.6550
C -3.3635 -3.0154 5.1468
N -3.5808 -2.4926 6.3932
C -4.9099 -2.6003 6.7064
H -6.6054 -3.4099 5.5848
H -4.7275 -3.9149 3.6905
H -2.3722 -3.0287 4.7178
H -2.8731 -2.0921 6.9877
H -5.2849 -2.2472 7.6552
*
```

Atomic partial charges in e from the Löwdin method, atoms 1 to 99:
1. O -0.04
2. C -0.23
3. C -0.06
4. C -0.02
5. C -0.16
6. F -0.03
7. C -0.56
8. I 0.81
9. C -0.04
10. C -0.25
11. N -0.26
12. S 0.94
13. N -0.27
14. C -0.20
15. C -0.32
16. F 0.02
17. F 0.06
18. F 0.08
19. H 0.10
20. H 0.15
21. H 0.13
22. H 0.14
23. H 0.11
24. C -0.10
25. C -0.10
26. C -0.15
27. N -0.01
28. C -0.15
29. H 0.09
30. H 0.10
31. H 0.09
32. H 0.09
33. H 0.11
34. C -0.11
35. C -0.10
36. C -0.13
37. N 0.01
38. C -0.14
39. H 0.06
40. H 0.09
41. H 0.11
42. H 0.13
43. H 0.10
44. C -0.11
45. C -0.11
46. C -0.14
47. N 0.00
48. C -0.15
49. H 0.09
50. H 0.09
51. H 0.11
52. H 0.12
53. H 0.10
54. C -0.11
55. C -0.12
56. C -0.13
57. N 0.01
58. C -0.14
59. H 0.09
60. H 0.08
61. H 0.11
62. H 0.07
63. H 0.11
64. C -0.12
65. C -0.11
66. C -0.15
67. N 0.00
68. C -0.14
69. H 0.09
70. H 0.09
71. H 0.10
72. H 0.14
73. H 0.10
74. C -0.12
75. C -0.12
76. C -0.14
77. N 0.01
78. C -0.14
79. H 0.09
80. H 0.09
81. H 0.10
82. H 0.11
83. H 0.11
84. C -0.10
85. C -0.11
86. C -0.15
87. N 0.00
88. C -0.14
89. H 0.09
90. H 0.09
91. H 0.09
92. H 0.15
93. H 0.08
94. C -0.12
95. C -0.12
96. C -0.15
97. N 0.00
98. C -0.14
99. H 0.09

---

2.
Formula: C45H50GeIrN2O2P2S
Source: the OMol25 dataset
Level of theory: wB97M-V/def2-TZVPD

Properties
Energy above the lowest of the compared OMol25 structures with the same formula, charge and spin ... 6.115 eV
Orbital gap (alpha / beta) ... 4.984 / 5.111 eV
LUMO (alpha / beta) ... -1.66 / -1.53 eV
Energy ... -5266.69674 hartree

The geometry in ORCA input format:
```
! RIJCOSX wB97M-V def2-TZVPD def2/J DEFGRID3
* xyz 0 2
Ir 0.5502 -0.2616 0.1712
C -1.6257 2.4801 0.1351
C -2.1589 1.9039 1.4283
P -0.7958 1.0956 2.3311
C -1.8034 0.4567 3.7317
C -1.6054 0.8707 5.0480
C -2.4027 0.3749 6.0727
C -3.4005 -0.5480 5.8026
C -3.6070 -0.9699 4.4956
C -2.8167 -0.4722 3.4709
C 0.1357 2.4646 3.0760
C 1.2656 2.1238 3.8247
C 2.0744 3.1066 4.3689
C 1.7735 4.4487 4.1566
C 0.6512 4.7959 3.4231
C -0.1668 3.8067 2.8855
P -0.9922 1.1882 -1.0137
C -0.8241 2.2633 -2.4701
C -0.1570 3.4793 -2.3604
C -0.0115 4.3005 -3.4680
C -0.5371 3.9157 -4.6900
C -1.1967 2.6983 -4.8083
C -1.3291 1.8673 -3.7059
C -2.4927 0.2209 -1.3983
C -3.7016 0.8828 -1.6211
C -4.8448 0.1738 -1.9546
C -4.7891 -1.2071 -2.0829
C -3.5903 -1.8727 -1.8744
C -2.4458 -1.1637 -1.5260
H -0.7697 3.1273 0.3401
H -2.3685 3.0814 -0.3888
H -2.8996 1.1299 1.2145
H -2.6449 2.6484 2.0625
H -0.8361 1.5942 5.2820
H -2.2397 0.7176 7.0868
H -4.0151 -0.9381 6.6035
H -4.3822 -1.6911 4.2702
H -3.0008 -0.8141 2.4603
H 1.5165 1.0776 3.9618
H 2.9446 2.8299 4.9507
H 2.4242 5.2190 4.5501
H 0.4130 5.8392 3.2596
H -1.0431 4.1037 2.3243
H 0.2749 3.7842 -1.4152
H 0.5351 5.2303 -3.3788
H -0.4187 4.5544 -5.5565
H -1.6022 2.3888 -5.7633
H -1.8201 0.9079 -3.8091
H -3.7516 1.9632 -1.5508
H -5.7747 0.7006 -2.1284
H -5.6808 -1.7626 -2.3445
H -3.5418 -2.9455 -1.9959
H -1.5081 -1.6809 -1.3651
O 0.3618 -0.0750 -2.4625
N 0.8599 -0.1738 -3.7029
C 0.3409 -1.1728 -4.4631
C 0.7677 -1.4243 -5.7266
C 1.7864 -0.6067 -6.2505
C 2.2772 0.4165 -5.4986
C 1.8185 0.6965 -4.1726
S 2.3928 1.9870 -3.2674
H -0.4375 -1.7373 -3.9693
H 0.3252 -2.2292 -6.2949
H 2.1825 -0.7903 -7.2414
H 3.0431 1.0739 -5.8832
C 0.9633 -4.6811 1.6731
Ge -0.5888 -3.6540 1.1112
C -2.0027 -4.1458 2.3651
C -1.1074 -4.2756 -0.6602
C -0.4801 -1.6984 1.2679
H 0.6402 -5.7099 1.8506
H 1.3859 -4.2912 2.6013
H 1.7386 -4.6894 0.9166
H -2.1042 -5.2329 2.3827
H -2.9633 -3.7115 2.0785
H -1.7598 -3.8036 3.3733
H -0.9713 -5.3569 -0.7176
H -0.4963 -3.8123 -1.4386
H -2.1561 -4.0541 -0.8510
H -0.1748 -1.4783 2.2916
H -1.4975 -1.3258 1.1445
C 2.9565 2.8678 0.5709
C 3.1001 1.4152 0.9968
C 4.0137 0.6520 0.0607
O 1.7891 0.8791 1.1772
H 3.9162 3.3794 0.6584
H 2.2246 3.3785 1.2013
H 2.6292 2.9152 -0.4716
H 3.5711 1.4052 1.9888
H 3.5816 0.6081 -0.9405
H 4.1779 -0.3631 0.4135
H 4.9807 1.1552 -0.0001
N 5.9024 -5.1750 -1.0238
C 5.0466 -4.4285 -0.8468
C 3.9571 -3.4983 -0.6351
C 3.1490 -3.1227 -1.7049
C 2.0931 -2.2443 -1.5031
C 1.8558 -1.7100 -0.2456
C 2.6533 -2.1104 0.8265
C 3.6980 -2.9986 0.6361
H 3.3527 -3.5106 -2.6946
H 1.4608 -1.9880 -2.3328
H 2.4710 -1.7253 1.8222
H 4.3087 -3.3129 1.4726
*
```

Atomic partial charges in e from the Löwdin method, atoms 1 to 99:
1. Ir 1.22
2. C -0.38
3. C -0.38
4. P 1.07
5. C -0.32
6. C -0.08
7. C -0.08
8. C -0.08
9. C -0.08
10. C -0.11
11. C -0.37
12. C -0.12
13. C -0.07
14. C -0.08
15. C -0.08
16. C -0.09
17. P 1.00
18. C -0.36
19. C -0.16
20. C -0.11
21. C -0.08
22. C -0.06
23. C -0.09
24. C -0.35
25. C -0.09
26. C -0.07
27. C -0.07
28. C -0.07
29. C -0.10
30. H 0.06
31. H 0.09
32. H 0.07
33. H 0.10
34. H 0.09
35. H 0.11
36. H 0.10
37. H 0.11
38. H 0.09
39. H 0.12
40. H 0.11
41. H 0.11
42. H 0.11
43. H 0.10
44. H 0.10
45. H 0.11
46. H 0.10
47. H 0.11
48. H 0.11
49. H 0.11
50. H 0.11
51. H 0.11
52. H 0.09
53. H 0.06
54. O -0.39
55. N -0.20
56. C -0.07
57. C -0.08
58. C -0.08
59. C -0.10
60. C -0.70
61. S 0.67
62. H 0.13
63. H 0.10
64. H 0.10
65. H 0.09
66. C -0.21
67. Ge 0.75
68. C -0.22
69. C -0.20
70. C -0.45
71. H 0.03
72. H 0.03
73. H 0.00
74. H 0.02
75. H 0.02
76. H 0.02
77. H 0.03
78. H 0.01
79. H -0.01
80. H -0.01
81. H -0.04
82. C -0.04
83. C -0.50
84. C -0.05
85. O -0.42
86. H 0.09
87. H 0.06
88. H 0.04
89. H 0.13
90. H 0.05
91. H 0.05
92. H 0.09
93. N 0.15
94. C -0.18
95. C -0.23
96. C -0.01
97. C -0.08
98. C -0.32
99. C -0.17

---

3.
Formula: C45H51BBrN11S4W
Source: the OMol25 dataset
Level of theory: wB97M-V/def2-TZVPD

Properties
Energy above the lowest of the compared OMol25 structures with the same formula, charge and spin ... 0.000 eV
Orbital gap (alpha / beta) ... 6.748 / 6.160 eV
LUMO (alpha / beta) ... -11.50 / -12.20 eV
Energy ... -6605.27589 hartree

The geometry in ORCA input format:
```
! RIJCOSX wB97M-V def2-TZVPD def2/J DEFGRID3
* xyz 4 3
W -1.3375 -0.1877 1.8558
C -0.1892 4.8244 -0.1739
C 0.5860 3.6193 -0.5964
C 1.7241 3.6859 -1.3532
C 2.4475 2.5210 -1.7365
N 2.0187 1.3342 -1.3863
N 0.8852 1.2780 -0.6632
B 0.3524 -0.1093 -0.5946
N 1.3751 -1.1974 -0.5462
N 1.7024 -1.7404 -1.7204
C 2.7131 -2.5823 -1.7099
C 3.3848 -2.8809 -0.4919
C 3.0057 -2.3429 0.7116
C 3.6710 -2.6546 2.0117
C 1.9087 -1.4598 0.6330
S 1.1711 -0.6140 1.9722
C 3.1357 -3.2133 -3.0195
C 4.6095 -2.8552 -3.2740
C 2.2799 -2.7028 -4.1759
C 2.9817 -4.7373 -2.8876
N -0.8278 -0.4185 -1.4623
N -0.9104 0.3254 -2.5741
C -1.7027 -0.1113 -3.5248
C -2.4198 -1.3299 -3.3603
C -2.3583 -2.0637 -2.2035
C -3.1026 -3.3425 -1.9890
C -1.5220 -1.5245 -1.2015
S -1.3065 -2.2033 0.3930
C -1.7967 0.6880 -4.8069
C -3.2696 1.0232 -5.0845
C -1.2350 -0.1980 -5.9346
C -0.9869 1.9782 -4.7099
C 0.1774 2.3124 -0.2295
S -1.2217 2.0120 0.7503
C 3.7035 2.6098 -2.5787
C 4.7328 3.4726 -1.8345
C 3.3247 3.2743 -3.9143
C 4.2798 1.2215 -2.8459
H 0.2811 5.7320 -0.5435
H -1.2090 4.7821 -0.5603
H -0.2523 4.8843 0.9142
H 2.0957 4.6546 -1.6622
H 4.2155 -3.5748 -0.5195
H 4.4947 -3.3494 1.8686
H 4.0641 -1.7467 2.4721
H 2.9586 -3.1003 2.7083
H 4.7502 -1.7761 -3.3538
H 5.2733 -3.2366 -2.4968
H 4.9246 -3.3060 -4.2145
H 2.3683 -1.6220 -4.2981
H 2.6174 -3.1758 -5.0971
H 1.2259 -2.9490 -4.0360
H 3.6080 -5.1543 -2.0981
H 1.9449 -5.0185 -2.6937
H 3.2878 -5.2056 -3.8228
H -3.0408 -1.6805 -4.1750
H -3.6745 -3.6097 -2.8741
H -2.4112 -4.1571 -1.7663
H -3.7906 -3.2600 -1.1451
H -3.8936 0.1362 -5.2005
H -3.6914 1.6472 -4.2943
H -3.3347 1.5798 -6.0187
H -1.8088 -1.1168 -6.0650
H -1.2828 0.3514 -6.8743
H -0.1925 -0.4630 -5.7485
H -1.3602 2.6251 -3.9136
H 0.0710 1.7820 -4.5299
H -1.0754 2.5190 -5.6511
H 4.3769 4.4866 -1.6484
H 5.0166 3.0236 -0.8811
H 5.6308 3.5563 -2.4458
H 2.9357 4.2848 -3.7824
H 4.2156 3.3500 -4.5368
H 2.5839 2.6829 -4.4557
H 4.5565 0.7106 -1.9218
H 3.5702 0.5940 -3.3884
H 5.1769 1.3265 -3.4550
C -4.1588 3.3869 5.5168
C -4.1963 2.5166 4.2963
C -5.3585 2.3511 3.5447
C -5.3592 1.5262 2.4278
C -4.1745 0.9043 2.1259
Br -3.9740 -0.2497 0.6423
N -3.0358 1.0209 2.8090
C -3.0593 1.8345 3.8840
H -4.9060 4.1755 5.4561
H -3.1816 3.8496 5.6474
H -4.3776 2.7963 6.4084
H -6.2668 2.8710 3.8245
H -6.2418 1.3812 1.8208
H -2.1384 1.9627 4.4312
S -0.9036 -1.9001 9.2705
N -0.2434 -0.6926 8.4408
C -0.6234 -0.8509 7.1788
C -0.2669 0.0202 6.0790
C 0.5206 1.1675 6.2236
C 0.7930 1.9394 5.1131
C 0.2865 1.5556 3.8795
N -0.4747 0.4615 3.7277
C -0.7511 -0.3099 4.8129
C -1.5949 -1.4706 4.6019
N -2.0322 -1.6848 3.3313
C -2.8639 -2.7090 3.1163
C -3.2708 -3.5747 4.1266
C -2.8108 -3.3804 5.4090
C -1.9580 -2.2982 5.6613
C -1.4420 -1.9756 6.9758
N -1.6768 -2.6627 8.0866
H 0.9010 1.4286 7.2038
H 1.3963 2.8332 5.1861
H 0.4809 2.1310 2.9862
H -3.2105 -2.8488 2.1029
H -3.9402 -4.3891 3.8883
H -3.0971 -4.0343 6.2233
*
```

Atomic partial charges in e from the Löwdin method, atoms 1 to 99:
1. W 1.03
2. C -0.02
3. C -0.21
4. C 0.12
5. C -0.16
6. N 0.23
7. N 0.01
8. B -0.59
9. N -0.04
10. N 0.23
11. C -0.15
12. C 0.13
13. C -0.20
14. C -0.01
15. C -0.52
16. S 0.86
17. C -0.55
18. C -0.01
19. C -0.05
20. C -0.02
21. N 0.00
22. N 0.23
23. C -0.15
24. C 0.13
25. C -0.22
26. C -0.01
27. C -0.56
28. S 0.75
29. C -0.54
30. C -0.02
31. C -0.01
32. C -0.04
33. C -0.52
34. S 0.75
35. C -0.54
36. C -0.02
37. C -0.01
38. C -0.05
39. H 0.10
40. H 0.10
41. H 0.09
42. H 0.14
43. H 0.14
44. H 0.10
45. H 0.10
46. H 0.10
47. H 0.08
48. H 0.09
49. H 0.11
50. H 0.08
51. H 0.10
52. H 0.08
53. H 0.09
54. H 0.09
55. H 0.11
56. H 0.15
57. H 0.11
58. H 0.10
59. H 0.09
60. H 0.09
61. H 0.10
62. H 0.11
63. H 0.09
64. H 0.11
65. H 0.09
66. H 0.09
67. H 0.07
68. H 0.11
69. H 0.09
70. H 0.10
71. H 0.11
72. H 0.09
73. H 0.11
74. H 0.09
75. H 0.09
76. H 0.07
77. H 0.11
78. C 0.00
79. C -0.20
80. C 0.06
81. C -0.02
82. C -0.68
83. Br 0.97
84. N -0.15
85. C -0.04
86. H 0.10
87. H 0.09
88. H 0.11
89. H 0.15
90. H 0.14
91. H 0.12
92. S 1.16
93. N -0.18
94. C -0.30
95. C -0.05
96. C 0.09
97. C 0.02
98. C -0.16
99. N -0.19

---

Q: What is the energy in the third record?
A: -6605.27589 hartree

---

Q: Number 1 is which compound?
A: C45H50F4IN11OS

---

Q: The lowest energy belongs to which entry?
A: C45H51BBrN11S4W

---

Q: What is the formula in the second record?
A: C45H50GeIrN2O2P2S